(1)
Computed, not measured: the molecule C5H13PS, with ωB97M-V with the def2-TZVPD basis set.

## Properties
LUMO level (hartree): 0.0273
Gap between HOMO and LUMO (eV): 9.728
ΔE to the lowest compared entry with this formula, charge and spin (eV): 2.681
SMILES string: C[C@H](P)C(C)(C)S

The geometry in XYZ format:
```
20
Properties=species:S:1:pos:R:3:forces:R:3
C -0.78479 0.87684 1.46263 0.25 -0.14 1.45
C 1.68294 0.41044 -0.40837 -0.78 0.62 3.01
C 0.28577 -1.15081 -1.65374 1.31 -0.01 -0.95
C -0.76010 0.41503 0.06946 -0.93 -0.98 -3.07
C 0.46999 -0.46161 -0.34016 -0.82 -0.56 1.17
P -2.58114 -0.51828 -0.38571 3.02 0.02 -1.03
S 0.60325 -1.74952 0.98815 0.22 -0.43 0.35
H 0.00128 1.61169 1.75198 -0.29 -0.69 -0.25
H -1.73109 1.35767 1.64085 -0.37 0.26 0.34
H -0.73160 -0.04752 2.08118 -0.03 1.00 0.18
H 2.59907 -0.09190 -0.49270 1.25 -1.13 0.26
H 1.68548 1.04573 0.54042 0.37 -0.34 -1.70
H 1.57232 0.87137 -1.32776 -0.10 2.08 -1.57
H 1.37457 -1.48904 -1.91349 -2.23 0.19 -0.21
H -0.42975 -1.96770 -1.55271 0.32 -0.08 -0.33
H -0.11644 -0.40434 -2.38892 0.57 -0.71 0.28
H -0.81338 1.27042 -0.65583 0.32 -0.66 0.53
H -3.02005 0.73799 -0.72039 -0.73 0.81 -0.21
H -2.86274 -0.36906 0.90534 -0.98 0.02 2.00
H 1.48082 -2.67251 0.48981 -0.39 0.73 -0.24
```
Forces are in eV/Å.

These are the Löwdin partial charges, in e, on atoms 1 to 5: -0.204, -0.113, -0.172, -0.556, -0.923

=====

(2)
Computed, not measured: a structure of composition C8H16Cl3LiO14, with ωB97M-V with the def2-TZVPD basis set.

## Properties
LUMO level (hartree): 0.1775
Net charge: -2
Gap between HOMO and LUMO (eV): 9.229

The geometry in XYZ format:
```
42
Properties=species:S:1:pos:R:3:forces:R:3
Li 0.56498 0.12794 0.10972 -0.11 0.16 0.24
Cl 2.72014 1.27548 2.56475 0.04 0.07 -0.11
O 2.84037 2.69625 2.77384 0.02 0.04 0.01
O 3.99967 0.64037 2.78815 -0.03 -0.02 0.01
O 1.73216 0.72241 3.45118 0.06 -0.05 -0.07
O 2.32491 1.03916 1.17858 -0.19 -0.22 -0.09
Cl -2.39718 -0.73102 1.95725 -0.12 -0.01 -0.29
O -1.01617 -0.56171 1.53714 0.10 0.03 -0.22
O -3.23059 -0.95541 0.79616 0.17 0.00 0.14
O -2.47202 -1.87216 2.83902 0.02 -0.03 0.02
O -2.83051 0.45618 2.64158 -0.08 0.10 0.13
Cl -0.12966 -0.32694 -3.48971 0.21 0.14 -0.14
O 0.07480 0.64986 -4.53979 0.05 -0.09 0.18
O 0.25341 -1.63500 -3.96598 0.02 0.03 0.06
O 0.69228 0.02735 -2.33887 -0.03 0.01 0.03
O -1.51010 -0.32907 -3.09202 -0.24 -0.02 0.06
C -1.79784 3.48605 -1.12656 0.44 0.06 -0.03
C -0.56232 3.25322 -2.01428 -0.68 -0.12 0.28
C 0.48238 2.93649 -0.95713 0.27 0.28 -0.46
O -0.21267 2.16661 0.02246 0.27 -0.73 -0.17
C -1.61665 2.36588 -0.10321 -1.15 0.35 0.42
H -2.74282 3.44463 -1.66666 -0.01 -0.14 0.03
H -1.71723 4.46840 -0.64711 -0.05 -0.04 0.03
H -0.35716 4.09455 -2.67418 0.27 0.00 0.04
H -0.73987 2.35248 -2.60611 0.14 0.14 -0.14
H 0.90219 3.83219 -0.48240 -0.13 0.04 0.01
H 1.31498 2.37059 -1.37673 -0.08 -0.19 0.19
H -2.02934 2.60421 0.88253 0.23 0.15 -0.02
H -2.17660 1.47007 -0.39650 0.58 -0.19 -0.26
C 0.60707 -3.33301 1.69744 0.16 -0.30 -0.16
C -0.01879 -3.83207 0.37216 -0.49 0.80 0.01
C 0.55171 -2.87652 -0.70266 0.21 -0.33 0.19
O 1.15963 -1.80486 0.01596 -0.04 0.37 0.04
C 1.67593 -2.36680 1.21164 0.58 -0.37 0.12
H 1.05726 -4.13696 2.28458 -0.07 -0.01 0.01
H -0.15113 -2.83276 2.29259 0.07 0.08 0.05
H -1.09305 -3.64652 0.42471 -0.02 -0.29 0.00
H 0.14999 -4.88057 0.13571 0.14 -0.03 0.04
H -0.21051 -2.47670 -1.36281 0.04 0.12 -0.04
H 1.32695 -3.36326 -1.30799 -0.06 0.01 -0.02
H 1.98540 -1.58872 1.90631 -0.37 0.19 -0.05
H 2.59602 -2.93030 0.96724 -0.12 0.03 -0.08
```
Forces are in eV/Å.

These are the Löwdin partial charges, in e, on atoms 1 to 5: 0.663, 0.636, -0.370, -0.380, -0.352

=====

(3)
Computed, not measured: a cluster of 3 separate species, C2H11N2O2 in total, with ωB97M-V with the def2-TZVPD basis set.

## Properties
LUMO level (hartree): -0.1216
Net charge: +1
Gap between HOMO and LUMO (eV): 9.246
ΔE to the lowest compared entry with this formula, charge and spin (eV): 2.429

The geometry in XYZ format:
```
17
Properties=species:S:1:pos:R:3:forces:R:3
C -0.02393 1.02718 -0.02451 0.23 0.81 1.87
C -0.04512 -0.31826 -0.06280 -1.06 -0.05 -1.85
N -1.39891 -0.99548 -0.38732 2.44 1.02 2.21
N -0.93805 1.85117 0.58226 -1.33 0.11 -0.67
H 0.86134 1.59675 -0.27479 0.54 -0.52 0.62
H 0.74163 -1.04243 -0.16247 0.35 0.40 -0.66
H -1.33635 -1.30903 -1.34502 -0.39 -0.21 -0.15
H -1.33127 -1.75612 0.28661 -1.21 -0.51 -0.45
H -2.09244 -0.28216 -0.19483 -0.62 -0.56 -0.17
H -0.72981 2.73724 1.00552 0.92 0.19 -0.63
H -1.92668 1.69995 0.71852 0.15 -0.69 -0.11
H -0.49661 -3.80325 -1.81276 -0.25 0.17 -0.22
H 0.35078 -4.14046 -0.65772 0.02 0.32 0.35
O -0.23180 -3.43024 -0.96514 0.22 -0.53 -0.15
H 3.15932 3.09445 0.48917 0.60 0.57 -0.57
H 2.89704 2.51874 1.85012 -0.10 -0.08 0.00
O 2.54086 2.55197 0.95515 -0.50 -0.44 0.56
```
Forces are in eV/Å.

These are the Löwdin partial charges, in e, on atoms 1 to 5: -0.166, -0.067, 0.183, 0.087, 0.103

=====

(4)
Computed, not measured: a structure of composition C6HO6Sr, with ωB97M-V with the def2-TZVPD basis set.

## Properties
LUMO level (hartree): -0.1909
Net charge: +1
Gap between HOMO and LUMO (eV): 5.600
ΔE to the lowest compared entry with this formula, charge and spin (eV): 0.000

The geometry in XYZ format:
```
14
Properties=species:S:1:pos:R:3:forces:R:3
O 2.53647 2.58349 -1.86685 1.19 0.40 -0.44
C 1.53567 2.29879 -1.47564 -1.11 -0.41 0.39
Sr -1.46834 -1.12941 0.60688 -0.95 0.52 0.96
O 2.05923 -0.76241 -0.16568 -3.09 -1.19 1.46
C 1.04054 -1.11434 0.25274 4.43 0.93 -1.28
C -1.57194 1.61838 0.36186 0.78 -0.45 -0.69
O -2.65905 1.00902 0.42750 1.27 0.31 -0.59
C -0.50844 -0.54633 -1.71710 0.52 0.72 -5.37
O -0.29866 -0.43008 -2.84401 -0.56 -0.35 4.05
C -0.02124 1.07806 1.31353 -1.32 2.10 -0.33
O 0.58852 1.99494 1.71706 0.36 -1.49 0.00
H -1.09806 1.98693 -0.70973 -1.37 -0.48 1.45
O -2.31026 -4.30485 2.62924 0.94 3.47 -1.88
C -2.04624 -3.32911 2.08475 -1.10 -4.08 2.27
```
Forces are in eV/Å.

These are the Löwdin partial charges, in e, on atoms 1 to 5: 0.098, 0.009, 1.386, 0.093, -0.160

=====

LUMO level of number 2 (C8H16Cl3LiO14)?
0.1775 hartree

=====

Which of these has the lowest gap between HOMO and LUMO?
C6HO6Sr

=====

Look up the gap between HOMO and LUMO of the third one.
9.246 eV

=====

Which of these has the lowest LUMO level?
C6HO6Sr